(1)
ORCA calculation (the ωB97M-V functional and the def2-TZVPD basis) on the ion C8H17N3 with charge +2 in a non-equilibrium geometry.

CARTESIAN COORDINATES (ANGSTROEM)
C 0.5220 -3.1458 3.5838
N 0.7057 -2.1155 3.0127
C 1.0840 -1.1589 2.2527
N 1.5067 -0.0050 2.7321
N 0.5820 -1.3875 0.9352
C 0.9891 -2.4068 0.2671
C -0.2955 -0.3914 0.3090
C 0.3103 0.6332 -0.7610
C -0.8612 1.5973 -1.1908
C -0.6356 1.9200 -2.6488
C -1.8568 2.5760 -3.2524
H 1.3767 -3.7355 3.7695
H -0.4130 -3.5111 3.8748
H 1.6271 -0.0964 3.7107
H 1.8577 0.7759 2.1331
H 0.6332 -2.7003 -0.6181
H 1.6794 -3.0994 0.9322
H -1.2220 -0.7774 -0.1308
H -0.5205 0.2648 1.1454
H 1.2840 1.0918 -0.4142
H 0.6431 0.2469 -1.7531
H -1.8743 1.1394 -1.0389
H -0.7061 2.5269 -0.6337
H 0.1587 2.6238 -2.7349
H -0.1214 1.0366 -3.2334
H -2.3695 3.2308 -2.5441
H -1.4498 3.0790 -4.1840
H -2.6340 1.7887 -3.5201

Output
Gap between HOMO and LUMO: 6.664 eV
Relative energy (zero: lowest compared OMol25 entry of this formula, charge and spin): 3.726 eV
SMILES: C=NC(=[NH2+])[N+](=C)CCCCC
Net charge: +2

Atomic partial charges in e from the Mulliken method, atoms 1 to 8:
1 C -0.304
2 N -0.047
3 C 0.404
4 N -0.290
5 N 0.282
6 C -0.045
7 C -0.966
8 C -0.292

---

(2)
ORCA calculation (the ωB97M-V functional and the def2-TZVPD basis) on a structure of composition C8H17O3P2Re in a non-equilibrium geometry.

CARTESIAN COORDINATES (ANGSTROEM)
C -0.3430 0.5838 -2.9285
C -0.9817 -0.5327 -3.6778
C -0.5754 -1.8164 -3.2055
C 0.3733 -1.6933 -2.1749
C 0.6740 -0.2526 -1.7535
Re -0.7636 0.9059 -0.8451
P -0.5808 3.1197 -0.8650
H 0.0473 1.5442 -3.3800
H -1.8065 -0.2925 -4.3229
H -1.0604 -2.7803 -3.5455
H 1.7292 0.1310 -1.6474
H 0.8717 -2.4259 -1.5539
H -1.5652 3.5986 0.0479
H -0.9394 3.5938 -2.1582
H 0.7116 3.5792 -0.5587
C -2.0216 -1.4393 1.9334
O -1.3115 -0.1697 2.0718
P -0.0714 0.0934 1.0377
O 0.8422 1.1469 1.9128
C 0.6154 1.2750 3.3567
O 0.7972 -1.2921 1.1847
C 2.2516 -1.3446 1.0597
H -1.5185 -2.1695 1.2588
H -3.0578 -1.3060 1.5478
H -2.0113 -1.8156 2.9655
H 1.0884 2.2055 3.7090
H -0.4586 1.2715 3.6173
H 1.1155 0.3992 3.7892
H 2.6905 -0.5243 0.4636
H 2.6708 -1.3134 2.0775
H 2.5879 -2.2795 0.5834

Output
Gap between HOMO and LUMO (spin up / spin down): 5.831 / 6.629 eV
Relative energy (zero: lowest compared OMol25 entry of this formula, charge and spin): 0.773 eV
Net charge: +1
<S²>: 3.78
2S+1: 4

Atomic partial charges in e from the Mulliken method, atoms 1 to 8:
1 C -0.639
2 C -0.200
3 C -0.555
4 C -0.163
5 C -0.707
6 Re 0.462
7 P -0.131
8 H 0.364

---

(3)
ORCA calculation (the ωB97M-V functional and the def2-TZVPD basis) on an isolated molecule of C8H17OP in a non-equilibrium geometry.

CARTESIAN COORDINATES (ANGSTROEM)
C -1.8393 -1.1016 1.0069
C -1.1176 -0.8791 -0.0640
C -1.2637 -1.7747 -1.2885
P 0.0413 0.5114 -0.3484
O 0.0931 0.8712 -1.7500
C -0.5973 1.8894 0.7383
C -1.9672 2.3822 0.1709
C 1.7330 0.0307 0.2759
C 2.6364 -0.0251 -0.9303
C 1.8611 -1.3217 1.0602
H -1.9349 -0.3671 1.8607
H -2.4811 -1.8640 1.0236
H -0.5090 -2.5520 -1.2012
H -2.2988 -2.1816 -1.2421
H -1.2411 -1.1585 -2.1950
H -0.5021 1.6700 1.7639
H 0.0361 2.7380 0.4933
H -1.8368 2.9550 -0.7259
H -2.6700 1.4682 -0.0441
H -2.4949 3.0139 0.7768
H 2.2025 0.7333 0.7995
H 2.3040 -0.8716 -1.6527
H 2.8437 0.8446 -1.5566
H 3.6322 -0.3335 -0.4756
H 1.7062 -2.1012 0.2879
H 0.9045 -1.3310 1.5702
H 2.7596 -1.2450 1.6466

Output
Gap between HOMO and LUMO: 10.645 eV
Relative energy (zero: lowest compared OMol25 entry of this formula, charge and spin): 0.406 eV
SMILES: C=C(C)[P@@](=O)(CC)C(C)C

Atomic partial charges in e from the Mulliken method, atoms 1 to 8:
1 C -0.997
2 C 0.551
3 C -1.389
4 P 1.019
5 O -0.823
6 C -0.757
7 C -1.193
8 C -0.056

---

(4)
ORCA calculation (the ωB97M-V functional and the def2-TZVPD basis) on a cluster of 2 separate species, C8H17P in total in a non-equilibrium geometry.

CARTESIAN COORDINATES (ANGSTROEM)
C -0.2089 -1.9683 -1.1609
C -0.2485 -0.9128 -0.3940
C -1.9698 0.6833 -0.1500
C -2.1629 -1.6296 1.1578
C 2.1053 0.9440 -1.5385
C 1.3293 1.6218 0.7112
C -1.2644 -0.4113 0.6088
C 1.6803 0.4217 -0.2542
P 2.5451 -0.9243 0.5486
H 0.5719 -2.1641 -1.8699
H -0.8087 -2.9927 -1.1353
H -2.6512 1.2751 0.5920
H -2.5891 0.5228 -1.1259
H -1.1179 1.4556 -0.3090
H -2.6025 -1.2869 2.1284
H -3.0379 -1.9097 0.5893
H -1.4666 -2.4801 1.3322
H 3.0440 1.4272 -1.3117
H 1.4682 1.7490 -1.9351
H 2.2282 0.2507 -2.4123
H 0.3327 2.0987 0.5332
H 1.3538 1.2144 1.7310
H 2.0668 2.4255 0.6665
H -0.6890 0.0388 1.5065
H 2.1335 -0.5669 1.8982
H 3.7597 -0.3576 0.8671

Output
Gap between HOMO and LUMO: 8.868 eV
Relative energy (zero: lowest compared OMol25 entry of this formula, charge and spin): 3.128 eV

Atomic partial charges in e from the Mulliken method, atoms 1 to 8:
1 C -0.680
2 C -0.350
3 C -0.994
4 C -1.552
5 C -1.519
6 C -1.369
7 C 1.168
8 C 0.910